Entry 1:
{
  "formula": "C20H19ClIN4ORuSSbSe4",
  "method": "ωB97M-V/def2-TZVPD",
  "homo_lumo_gap_ev": [5.4, 5.2],
  "multiplicity": 2,
  "total_charge": -1,
  "homo_energy_ev": [-3.87, -3.88],
  "symbols": ["Ru", "S", "C", "C", "C", "C", "C", "C", "C", "C", "C", "N", "H", "H", "H", "H", "H", "H", "Cl", "C", "C", "C", "I", "C", "O", "C", "N", "C", "C", "C", "C", "H", "H", "H", "H", "Se", "Sb", "Se", "Se", "Se", "N", "C", "C", "N", "H", "H", "H", "H", "H", "H", "H", "H", "H"],
  "positions_angstrom": [[-0.508, -0.064, 0.060], [-2.442, -1.328, 3.936], [-0.752, -1.469, 4.207], [-0.013, -1.053, 3.142], [-0.802, -0.596, 2.040], [-2.138, -0.707, 2.344], [-3.124, -0.381, 1.349], [-4.509, -0.383, 1.529], [-5.329, -0.031, 0.480], [-4.759, 0.327, -0.736], [-3.384, 0.306, -0.855], [-2.578, -0.057, 0.152], [-0.395, -1.840, 5.156], [1.066, -1.056, 3.147], [-4.912, -0.649, 2.497], [-6.405, -0.021, 0.607], [-5.362, 0.631, -1.580], [-2.885, 0.599, -1.770], [3.804, -5.554, -0.129], [3.133, -3.942, -0.077], [3.974, -2.864, -0.059], [3.472, -1.558, -0.007], [4.776, 0.064, -0.095], [2.103, -1.292, 0.041], [1.597, -0.117, 0.126], [1.239, -2.442, -0.022], [-0.091, -2.174, -0.042], [-0.957, -3.156, -0.085], [-0.554, -4.501, -0.125], [0.777, -4.805, -0.120], [1.731, -3.765, -0.071], [5.044, -3.023, -0.090], [-2.003, -2.876, -0.090], [-1.305, -5.279, -0.161], [1.114, -5.832, -0.154], [-0.340, 3.850, -3.380], [0.918, 2.656, -1.717], [-0.462, 2.342, 0.402], [-0.247, 0.070, -2.368], [2.843, 4.152, -1.185], [3.500, 4.537, 1.793], [3.756, 3.259, 2.511], [2.455, 2.577, 2.961], [2.459, 1.138, 2.858], [4.329, 5.127, 1.791], [2.729, 5.062, 2.197], [3.273, 4.354, 0.672], [4.386, 3.472, 3.377], [4.304, 2.615, 1.826], [1.618, 2.943, 2.362], [2.260, 2.866, 4.000], [3.314, 0.725, 3.209], [2.299, 0.830, 1.899]]
}

=====

Entry 2:
{
  "formula": "C20H19F10N9O4S2Tl",
  "method": "ωB97M-V/def2-TZVPD",
  "homo_lumo_gap_ev": 7.5,
  "total_charge": 1,
  "homo_energy_ev": -11.06,
  "symbols": ["Tl", "C", "N", "C", "C", "C", "N", "C", "C", "F", "C", "F", "C", "C", "F", "C", "F", "H", "H", "H", "H", "H", "H", "H", "H", "H", "H", "H", "N", "C", "N", "C", "N", "N", "C", "N", "C", "C", "C", "C", "C", "N", "H", "H", "H", "H", "H", "H", "H", "H", "F", "C", "F", "F", "S", "O", "O", "N", "S", "O", "O", "C", "F", "F", "F"],
  "positions_angstrom": [[0.305, 0.292, 0.305], [-3.042, 0.528, 0.684], [-1.888, 1.291, 0.185], [-2.159, 1.771, -1.179], [-1.589, 2.432, 1.077], [-0.370, 3.232, 0.620], [0.744, 2.356, 0.261], [1.719, 2.858, -0.582], [2.203, 2.149, -1.683], [1.627, 0.945, -1.990], [3.213, 2.616, -2.499], [3.602, 1.856, -3.527], [3.793, 3.845, -2.274], [3.321, 4.578, -1.201], [3.857, 5.766, -0.927], [2.321, 4.104, -0.372], [1.958, 4.839, 0.686], [-3.950, 1.135, 0.612], [-2.888, 0.245, 1.722], [-3.166, -0.374, 0.089], [-2.921, 2.557, -1.165], [-2.525, 0.944, -1.783], [-1.255, 2.181, -1.631], [-1.415, 2.027, 2.071], [-2.453, 3.103, 1.131], [-0.106, 3.905, 1.437], [-0.636, 3.854, -0.242], [4.583, 4.220, -2.907], [-0.950, -1.083, -2.602], [-0.243, -2.024, -1.936], [-0.370, -3.285, -2.291], [0.374, -4.154, -1.597], [0.214, -5.448, -1.839], [1.307, -3.808, -0.676], [1.333, -2.544, -0.366], [0.536, -1.606, -0.912], [2.325, -2.088, 0.651], [3.288, -2.938, 1.154], [4.205, -2.429, 2.065], [4.133, -1.096, 2.430], [3.129, -0.310, 1.889], [2.247, -0.808, 1.026], [-1.433, -1.415, -3.423], [-0.541, -0.165, -2.678], [-0.458, -5.748, -2.524], [0.774, -6.120, -1.344], [3.302, -3.970, 0.836], [4.964, -3.073, 2.487], [4.815, -0.666, 3.148], [2.994, 0.724, 2.180], [-0.878, -4.195, 4.037], [-0.763, -3.679, 2.829], [0.431, -3.991, 2.324], [-1.706, -4.178, 2.032], [-0.980, -1.850, 2.888], [-0.827, -1.420, 1.490], [-2.263, -1.598, 3.454], [0.272, -1.478, 3.742], [0.903, -0.038, 3.741], [2.230, -0.085, 4.253], [0.679, 0.642, 2.469], [-0.092, 0.964, 4.936], [-0.186, 0.338, 6.096], [0.500, 2.139, 5.097], [-1.311, 1.158, 4.433]]
}

=====

Entry 3:
{
  "formula": "C20H19F3O4",
  "method": "ωB97M-V/def2-TZVPD",
  "homo_lumo_gap_ev": 2.3,
  "total_charge": 0,
  "homo_energy_ev": -5.53,
  "symbols": ["C", "C", "O", "C", "C", "F", "C", "O", "O", "C", "C", "O", "H", "H", "H", "H", "H", "H", "H", "H", "H", "H", "F", "C", "C", "C", "C", "C", "C", "C", "C", "C", "F", "C", "C", "C", "C", "H", "H", "H", "H", "H", "H", "H", "H", "H"],
  "positions_angstrom": [[5.229, 2.043, 0.542], [3.763, 2.063, 0.167], [3.299, 0.752, -0.040], [2.075, 0.723, -0.651], [1.708, -0.591, -1.096], [2.511, -1.583, -0.737], [0.609, -0.931, -1.956], [-0.306, -0.171, -2.243], [0.719, -2.193, -2.475], [-0.199, -2.429, -3.513], [0.123, -3.737, -4.203], [1.405, 1.728, -0.846], [5.629, 3.042, 0.721], [5.380, 1.440, 1.439], [5.809, 1.574, -0.254], [3.133, 2.509, 0.948], [3.587, 2.624, -0.762], [-1.202, -2.424, -3.069], [-0.136, -1.577, -4.204], [-0.562, -3.959, -5.023], [1.139, -3.706, -4.600], [0.089, -4.559, -3.487], [-3.332, -4.713, 1.697], [-3.028, -3.419, 1.455], [-3.462, -2.799, 0.294], [-3.152, -1.489, 0.043], [-2.393, -0.728, 0.955], [-2.142, 0.618, 0.603], [-1.509, 1.693, 1.266], [-1.492, 2.931, 0.591], [-0.905, 4.036, 1.145], [-0.298, 3.966, 2.390], [0.305, 5.051, 2.924], [-0.311, 2.761, 3.075], [-0.904, 1.649, 2.538], [-1.959, -1.379, 2.127], [-2.274, -2.691, 2.363], [-4.047, -3.368, -0.405], [-3.496, -1.022, -0.864], [-2.519, 0.880, -0.370], [-1.951, 3.000, -0.381], [-0.902, 4.975, 0.623], [0.154, 2.718, 4.044], [-0.897, 0.752, 3.120], [-1.355, -0.876, 2.852], [-1.935, -3.183, 3.257]]
}

=====

Entry 4:
{
  "formula": "C20H19FN6O2",
  "method": "ωB97M-V/def2-TZVPD",
  "homo_lumo_gap_ev": 7.9,
  "total_charge": 0,
  "homo_energy_ev": -7.30,
  "symbols": ["O", "F", "N", "N", "O", "C", "C", "C", "C", "C", "C", "C", "C", "C", "C", "C", "C", "C", "C", "C", "N", "N", "N", "N", "C", "C", "C", "C", "C", "H", "H", "H", "H", "H", "H", "H", "H", "H", "H", "H", "H", "H", "H", "H", "H", "H", "H", "H"],
  "positions_angstrom": [[-0.157, 3.129, -0.884], [4.905, 0.585, 7.768], [-1.919, -2.450, -1.171], [2.735, 1.976, 1.904], [-3.674, -4.840, -3.789], [0.146, 2.000, -0.607], [-1.462, -1.243, -1.077], [-3.420, -0.992, -2.126], [-2.358, -0.335, -1.661], [3.620, 2.655, 2.656], [2.271, 2.489, 0.737], [4.184, 3.873, 2.149], [3.812, 0.331, 5.624], [4.920, 2.401, 6.255], [3.503, 0.854, 4.395], [4.588, 2.949, 5.028], [3.738, 4.390, 0.945], [4.522, 1.097, 6.575], [3.916, 2.154, 4.047], [2.769, 3.751, 0.236], [2.277, 4.407, -0.859], [1.195, 1.735, 0.229], [-0.567, 0.860, -0.998], [-3.168, -2.327, -1.772], [-0.211, -0.552, -0.596], [-1.891, 1.061, -1.616], [-3.321, -4.780, -2.402], [-4.247, -3.564, -3.704], [-4.048, -3.428, -2.203], [-4.239, -0.579, -2.661], [4.982, 4.361, 2.716], [3.544, -0.714, 5.862], [5.534, 2.994, 6.948], [2.932, 0.172, 3.722], [4.873, 3.964, 4.824], [4.117, 5.350, 0.658], [1.336, 4.098, -1.151], [2.485, 5.361, -0.995], [1.097, 0.865, 0.646], [-0.218, -0.638, 0.499], [0.714, -0.943, -1.091], [-1.826, 1.412, -2.657], [-2.508, 1.759, -1.059], [-3.805, -5.563, -1.793], [-2.238, -4.854, -2.222], [-5.301, -3.585, -4.028], [-3.748, -2.772, -4.243], [-4.991, -3.474, -1.657]]
}

=====

What did we get for maximum force? Answer: 1.6 2.0 2.5 2.7 eV Å⁻¹, in the order shown.